C33H70N4O3P2 | ωB97M-V/def2-TZVPD

Summary:
- SMILES string: C=C[PH](CCCCOC)(CC(=O)c1ccccc1)P(N)O.CCN(CC)CC.CCN(CC)CC.CCN(CC)CC
- Lowest unoccupied orbital energy: -0.25 eV
- HOMO-LUMO gap: 6.780 eV
- Calculated total energy: -66026.9088 eV
- Total charge: 0
- F_max: 4.632 eV/Å
- HOMO level: -7.03 eV

```
112
C33H70N4O3P2, DFT ωB97M-V/def2-TZVPD
C -1.1797 -1.6486 -1.5808
C -1.5098 -0.2712 -1.8204
P -2.8818 0.6808 -0.9308
C -3.6814 2.3018 -1.5119
C -5.0563 2.5290 -0.6650
C -6.1578 3.3178 -1.5554
C -7.4352 2.3671 -1.7965
O -7.9990 1.9481 -0.5233
C -9.3879 1.5609 -0.6559
C -1.6708 1.5710 0.2799
C -0.2149 0.9283 0.3637
O -0.0791 -0.1326 1.0605
C 1.0900 1.4528 -0.3730
C 1.5241 2.9496 -0.4880
C 2.8799 3.2621 -1.2166
C 3.8016 2.1360 -1.8086
C 3.3582 0.6432 -1.7143
C 2.0217 0.3459 -0.9956
P -4.3882 -0.3768 -2.1987
N -4.3555 -2.1126 -1.8840
O -3.9181 -0.1599 -3.8538
H -0.4876 -2.2372 -2.2654
H -1.5650 -2.1797 -0.6406
H -0.9187 0.2650 -2.6373
H -3.5034 0.0337 0.2167
H -4.0297 2.1581 -2.6088
H -2.9929 3.2109 -1.5100
H -5.4558 1.5302 -0.2778
H -4.8133 3.1781 0.2426
H -5.7022 3.6565 -2.5455
H -6.4663 4.2807 -0.9925
H -7.0962 1.4541 -2.4100
H -8.1858 2.9473 -2.4376
H -10.0346 2.1782 0.0717
H -9.8051 1.7384 -1.7058
H -9.5064 0.4588 -0.3735
H -1.6265 2.7184 0.1221
H -2.1339 1.4444 1.3353
H 0.8614 3.7600 -0.0326
H 3.2327 4.3439 -1.2865
H 4.8048 2.3633 -2.3093
H 3.9641 -0.2394 -2.1068
H 1.7013 -0.7572 -0.9099
H -3.6460 -2.4949 -2.5463
H -5.2497 -2.5305 -2.2180
H -3.2187 0.5281 -3.8896
C 2.5208 -1.6670 2.2226
C 3.3509 -2.9180 2.4942
N 4.0504 -3.4309 1.3197
C 4.6225 -4.7594 1.5257
C 5.7369 -4.8988 2.5620
C 4.9131 -2.4846 0.6202
C 6.0494 -1.8387 1.4135
H 1.7967 -1.8400 1.4245
H 1.9684 -1.3892 3.1236
H 3.1460 -0.8136 1.9507
H 2.6598 -3.6862 2.8560
H 4.0429 -2.7061 3.3199
H 4.9834 -5.1503 0.5671
H 3.8090 -5.4363 1.8126
H 6.6848 -4.5078 2.1902
H 5.8984 -5.9581 2.7880
H 5.4967 -4.4006 3.5034
H 4.2854 -1.6832 0.2148
H 5.3347 -2.9671 -0.2689
H 5.7371 -1.5162 2.4087
H 6.4084 -0.9515 0.8823
H 6.9021 -2.5113 1.5161
C 11.4104 -5.4345 7.6375
C 10.3065 -4.6532 6.9308
N 9.9666 -5.1706 5.6093
C 9.1067 -4.2709 4.8433
C 7.6997 -4.0067 5.3782
C 9.6029 -6.5823 5.5441
C 8.4151 -7.0494 6.3860
H 12.3157 -5.4762 7.0276
H 11.6620 -4.9435 8.5811
H 11.1003 -6.4539 7.8762
H 10.6638 -3.6238 6.8244
H 9.4298 -4.6135 7.5902
H 9.0275 -4.6370 3.8130
H 9.6205 -3.3061 4.7562
H 7.0357 -4.8526 5.2001
H 7.2643 -3.1474 4.8579
H 7.6946 -3.7747 6.4458
H 10.4770 -7.1754 5.8336
H 9.4259 -6.8632 4.5000
H 8.4234 -6.6304 7.3942
H 8.4440 -8.1388 6.4869
H 7.4640 -6.8018 5.9131
C -9.5395 7.4477 -3.9410
C -8.1954 6.9674 -4.4805
N -8.1123 5.5219 -4.6638
C -6.7535 5.0530 -4.9261
C -6.0823 5.5085 -6.2215
C -9.1492 4.9168 -5.4938
C -9.2878 5.4146 -6.9327
H -9.7842 6.9542 -2.9976
H -9.4984 8.5244 -3.7574
H -10.3506 7.2715 -4.6505
H -7.4341 7.2745 -3.7560
H -7.9788 7.5088 -5.4104
H -6.7354 3.9572 -4.8881
H -6.1198 5.3701 -4.0891
H -6.4728 4.9739 -7.0878
H -5.0098 5.2939 -6.1746
H -6.1900 6.5818 -6.3933
H -10.1136 5.0559 -4.9933
H -9.0129 3.8298 -5.5092
H -9.2235 6.5017 -7.0098
H -10.2633 5.1179 -7.3302
H -8.5340 4.9734 -7.5858
```

C33H71Cl2F9O13S | ωB97M-V/def2-TZVPD

Summary:
- SMILES string: C/C(Cl)=C(/Cl)C1=C(CCCCC(F)(F)C(F)(F)S(F)(F)(F)(F)F)C(=O)OC1=O.CCO.CCO.CCO.CCO.CCO.CCO.CCO.CCO.CCO.CCO
- Lowest unoccupied orbital energy: -1.38 eV
- HOMO-LUMO gap: 8.486 eV
- Calculated total energy: -122323.7859 eV
- Total charge: 0
- F_max: 2.078 eV/Å
- HOMO level: -9.87 eV

```
129
C33H71Cl2F9O13S, DFT ωB97M-V/def2-TZVPD
C 4.0566 1.6337 4.1286
C 3.0708 0.5612 3.8177
Cl 2.2093 -0.0834 5.1586
C 2.8539 0.0931 2.5853
Cl 1.7339 -1.1994 2.2838
C 3.5347 0.5722 1.3949
C 3.3281 1.6614 0.6567
C 2.3503 2.7554 0.8445
C 1.3842 2.9409 -0.3268
C 0.0650 3.5340 0.1614
C -0.7843 2.5539 0.9757
C -1.7647 1.7389 0.0994
F -1.3320 1.7539 -1.1775
F -2.9839 2.3305 0.1751
C -1.8164 0.2858 0.6220
F -1.8588 0.2630 1.9707
F -0.6807 -0.3177 0.2184
S -3.3109 -0.7231 -0.0026
F -3.1773 -1.7270 1.2243
F -2.3888 -1.6934 -0.8469
F -3.4550 0.2360 -1.2469
F -4.2874 0.1729 0.8538
F -4.5581 -1.5292 -0.5148
C 4.2917 1.6465 -0.4766
O 4.5033 2.5185 -1.2799
O 4.9454 0.4334 -0.4625
C 4.6800 -0.1516 0.7617
O 5.3198 -1.0613 1.2150
H 4.4167 2.1332 3.2435
H 3.5890 2.3414 4.8044
H 4.8791 1.1909 4.6816
H 1.8490 2.5807 1.7918
H 2.9107 3.6808 0.9760
H 1.8376 3.6663 -0.9948
H 1.2234 2.0318 -0.8992
H 0.3477 4.3482 0.8241
H -0.4874 3.9875 -0.6522
H -0.0987 1.8866 1.4878
H -1.3243 3.1232 1.7200
C -5.2921 0.3985 -3.8668
C -5.8691 1.2837 -4.9538
O -6.4160 0.5161 -6.0289
H -4.5135 -0.2487 -4.2733
H -4.8662 1.0027 -3.0688
H -6.0649 -0.2486 -3.4424
H -5.0942 1.9157 -5.3838
H -6.6491 1.9331 -4.5437
H -7.1138 -0.0387 -5.6719
C -4.3811 -3.4210 3.5990
C -4.7854 -3.4032 5.0616
O -3.6575 -3.2338 5.9174
H -3.6660 -4.2227 3.4126
H -5.2486 -3.5667 2.9531
H -3.8984 -2.4839 3.3238
H -5.2510 -4.3457 5.3441
H -5.5042 -2.5979 5.2497
H -3.2403 -2.3991 5.6900
C 5.7266 -3.5003 4.3128
C 7.0935 -2.8400 4.3072
O 7.6509 -2.7901 2.9977
H 5.7909 -4.5136 3.9163
H 5.3172 -3.5465 5.3233
H 5.0298 -2.9466 3.6777
H 7.7947 -3.4000 4.9249
H 7.0259 -1.8204 4.7067
H 7.0406 -2.2893 2.4506
C 7.0670 -7.9429 4.1815
C 6.7643 -7.2022 5.4707
O 5.3639 -6.9509 5.5969
H 6.7245 -7.3670 3.3218
H 8.1373 -8.1274 4.0753
H 6.5461 -8.9021 4.1536
H 7.2674 -6.2362 5.4845
H 7.1039 -7.7801 6.3372
H 4.9202 -7.8027 5.5925
C 5.1566 6.4040 -2.1388
C 4.2487 6.2498 -0.9336
O 3.2676 5.2349 -1.1421
H 4.5704 6.6479 -3.0250
H 5.8933 7.1921 -1.9771
H 5.6860 5.4710 -2.3432
H 3.7066 7.1741 -0.7402
H 4.8359 6.0056 -0.0405
H 3.7363 4.4042 -1.3018
C 3.7313 -11.0566 3.3488
C 4.1141 -10.0305 2.2972
O 5.5017 -10.0947 1.9789
H 4.3162 -10.9063 4.2573
H 2.6716 -10.9873 3.5985
H 3.9367 -12.0690 2.9935
H 3.9258 -9.0213 2.6610
H 3.5257 -10.1801 1.3859
H 5.6872 -10.9749 1.6418
C -4.7358 -0.9631 -9.0519
C -3.6777 0.1197 -9.0235
O -4.2445 1.4004 -9.3033
H -5.2281 -1.0009 -10.0243
H -4.3042 -1.9427 -8.8398
H -5.5038 -0.7469 -8.3062
H -2.9125 -0.0613 -9.7766
H -3.1934 0.1491 -8.0414
H -4.9211 1.5626 -8.6360
C -4.2713 3.1014 4.4127
C -2.7924 2.8823 4.1542
O -2.0805 4.1170 4.0868
H -4.7036 3.7269 3.6313
H -4.8102 2.1532 4.4417
H -4.4248 3.6153 5.3644
H -2.6457 2.3861 3.1984
H -2.3526 2.2536 4.9359
H -2.1888 4.5673 4.9281
C -2.1878 5.0395 -8.2199
C -3.2602 4.8574 -7.1612
O -4.3811 4.1420 -7.6705
H -2.5930 5.5695 -9.0820
H -1.3395 5.6030 -7.8272
H -1.8276 4.0707 -8.5727
H -3.6325 5.8237 -6.8238
H -2.8538 4.3261 -6.2931
H -4.0674 3.2799 -7.9631
C -5.0220 5.1588 -1.6264
C -5.3546 4.0641 -2.6238
O -4.2619 3.1658 -2.7984
H -4.1453 5.7173 -1.9556
H -5.8565 5.8520 -1.5103
H -4.7890 4.7311 -0.6480
H -5.5683 4.4896 -3.6029
H -6.2365 3.5029 -2.2949
H -4.0685 2.7727 -1.9424
```